{"formula": "C6H13N4", "method": "the ωB97M-V functional and the def2-TZVPD basis", "elements": ["C", "C", "C", "C", "C", "C", "N", "N", "N", "N", "H", "H", "H", "H", "H", "H", "H", "H", "H", "H", "H", "H", "H"], "xyz": [[-3.0009, 0.4919, 0.3348], [-1.7210, 0.3231, 0.7352], [-2.0555, -0.5472, -1.2486], [2.3260, -2.0824, -0.6226], [0.8033, -1.8482, -0.9345], [0.1158, -0.8782, -0.1118], [-3.1566, -0.0527, -0.9177], [-1.0783, -0.4178, -0.2155], [0.1744, 2.6788, 1.0555], [1.4269, 2.0726, 0.9665], [-3.8955, 0.8361, 0.7975], [-1.3364, 0.5931, 1.6734], [-1.8497, -1.0283, -2.1042], [2.8040, -2.0500, -1.5388], [2.5353, -2.9820, -0.0747], [2.6368, -1.2315, -0.1085], [0.6738, -1.5181, -2.0479], [0.1360, -2.8323, -0.9131], [0.2261, 3.7343, 1.0463], [-0.3374, 2.3483, 1.8929], [2.0540, 2.4323, 1.5595], [1.8412, 2.3406, 0.0623], [0.6777, -0.3825, 0.7139]], "forces_ev_per_a": [[0.902, -0.348, 0.553], [-2.597, 1.281, 1.559], [-0.152, -0.016, 1.499], [-2.826, -0.125, 0.221], [-0.951, -1.985, -2.310], [1.668, 0.824, 1.270], [-0.775, 0.046, -1.171], [-0.288, 0.003, -1.103], [-1.533, 1.749, 0.361], [-1.189, -1.882, -3.552], [0.010, 0.599, 0.655], [0.824, -0.029, 0.720], [0.858, -1.612, -2.940], [1.213, -0.371, -1.730], [-0.025, -0.301, 0.164], [0.852, 1.297, 1.193], [0.162, -0.505, 1.734], [1.366, 1.770, 0.026], [-0.180, -1.598, 0.328], [0.789, 0.649, -0.733], [2.793, 1.597, 3.396], [-0.598, -0.483, 0.186], [-0.323, -0.558, -0.328]], "mulliken_charge": [-0.69, -0.46, -0.04, -1.28, -0.23, 0.06, -0.43, 0.16, -0.40, -0.44, 0.42, 0.76, 0.45, 0.36, 0.33, 0.43, 0.36, 0.37, 0.26, 0.20, 0.20, 0.24, 0.37], "total_energy_ev": -12383.1455, "charge": 1, "e_homo_ev": -12.79, "relative_energy_kj_mol": 363.05, "homo_lumo_gap_ev": 7.141, "molar_mass_g_mol": 141.20, "multiplicity": 1}